[1]
Below is a molecular structure, C27H18Cl3FeN6O4S, with properties calculated with ωB97M-V with the def2-TZVPD basis set.

XYZ file:
```
60
Properties=species:S:1:pos:R:3:forces:R:3
Fe -0.882 0.126 0.889 0.17 -0.23 -0.12
C 5.071 2.019 -3.961 0.01 0.01 0.00
C 4.309 1.726 -2.698 0.01 0.00 0.02
C 2.963 1.371 -2.751 -0.02 -0.01 0.01
C 2.257 1.069 -1.599 0.03 0.03 -0.02
C 2.909 1.123 -0.374 -0.01 -0.03 0.02
C 4.249 1.469 -0.295 0.00 -0.02 0.02
C 4.938 1.774 -1.458 0.00 0.00 -0.03
S 2.029 0.777 1.119 0.03 0.14 -0.04
O 1.080 1.853 1.366 -0.02 -0.03 0.00
O 3.001 0.464 2.123 0.00 -0.01 0.00
N 1.026 -0.428 0.787 -0.10 -0.04 -0.01
C 1.414 -1.717 0.439 -0.08 0.03 -0.02
C 2.690 -2.198 0.291 0.00 -0.04 0.01
C 2.891 -3.550 -0.064 0.02 0.00 0.00
C 1.847 -4.409 -0.251 0.00 -0.01 0.00
C 0.519 -3.941 -0.099 0.00 0.03 0.01
C -0.631 -4.753 -0.229 0.03 -0.02 0.00
C -1.870 -4.212 -0.041 -0.01 0.02 0.02
C -1.980 -2.841 0.252 0.00 -0.01 0.01
N -0.932 -2.058 0.373 0.07 0.06 -0.04
C 0.313 -2.591 0.224 0.00 -0.02 0.02
H 4.441 2.520 -4.695 0.00 0.00 0.00
H 5.431 1.093 -4.413 0.00 0.00 0.00
H 5.938 2.649 -3.763 0.00 0.00 0.00
H 2.458 1.326 -3.708 0.00 0.00 0.00
H 1.214 0.787 -1.656 -0.06 -0.01 0.01
H 4.740 1.492 0.669 -0.01 0.00 0.00
H 5.984 2.051 -1.400 0.00 0.00 0.00
H 3.543 -1.558 0.466 -0.01 0.00 0.01
H 3.906 -3.907 -0.176 0.00 -0.01 0.00
H 2.016 -5.447 -0.506 0.00 0.00 0.00
H -0.514 -5.805 -0.460 0.00 0.00 0.00
H -2.769 -4.809 -0.092 0.00 0.00 -0.01
H -2.952 -2.385 0.390 0.02 0.00 0.00
N -1.551 -0.538 2.682 -0.06 0.12 0.05
C -2.566 -1.019 3.013 0.03 0.01 0.06
C -3.751 -1.579 3.399 0.02 0.02 -0.09
C -4.729 -0.755 4.015 -0.07 -0.12 0.03
N -5.522 -0.086 4.517 0.04 0.08 -0.01
C -3.996 -2.931 3.046 0.03 -0.01 0.08
N -4.142 -4.029 2.727 -0.02 0.01 -0.04
Cl -3.659 2.072 -2.459 0.00 0.01 0.00
C -3.138 0.371 -2.424 -0.01 0.00 0.01
Cl -4.538 -0.693 -2.399 -0.01 0.00 0.00
Cl -2.135 0.017 -3.829 0.00 0.00 0.00
C -2.326 0.226 -1.123 0.11 0.02 0.00
O -1.091 0.496 -1.154 -0.05 0.06 -0.02
O -2.892 -0.100 -0.069 -0.07 0.03 0.00
C -2.648 4.686 1.554 0.00 0.00 -0.01
C -3.011 3.667 2.418 -0.03 -0.02 0.02
C -2.512 2.397 2.198 -0.05 0.03 -0.05
N -1.689 2.116 1.182 0.03 -0.07 0.16
C -1.336 3.103 0.352 0.06 -0.01 -0.06
C -1.796 4.396 0.501 -0.01 0.00 -0.01
H -3.024 5.690 1.699 0.00 0.00 0.00
H -3.676 3.838 3.252 0.00 -0.01 0.00
H -2.778 1.579 2.850 0.00 0.01 0.00
H -0.663 2.836 -0.450 0.00 0.02 0.02
H -1.482 5.158 -0.198 0.00 0.00 0.00
```
Positions in Å, forces in eV/Å.

M	684.8	g mol⁻¹
F_max	0.0060	Eh/bohr
electronic energy	-128212.3456	eV
spin multiplicity	6

So, what does the natural (NBO) scheme give us? The charges, in e, come out as:
1 Fe 1.848
2 C -0.633
3 C 0.012
4 C -0.204
5 C -0.199
6 C -0.292
7 C -0.181
8 C -0.219
9 S 2.322
10 O -0.967
11 O -0.922
12 N -1.018
13 C 0.141
14 C -0.231
15 C -0.176
16 C -0.210
17 C -0.093
18 C -0.096
19 C -0.251
20 C 0.097
21 N -0.530
22 C 0.209
23 H 0.222
24 H 0.227
25 H 0.220
26 H 0.216
27 H 0.238
28 H 0.244
29 H 0.216
30 H 0.235
31 H 0.221
32 H 0.219
33 H 0.223
34 H 0.245
35 H 0.234
36 N -0.655
37 C 0.526
38 C -0.563
39 C 0.297
40 N -0.338
41 C 0.309
42 N -0.355
43 Cl 0.041
44 C -0.201
45 Cl 0.068
46 Cl 0.057
47 C 0.731
48 O -0.739
49 O -0.674
50 C -0.132
51 C -0.242
52 C 0.085
53 N -0.565
54 C 0.082
55 C -0.238
56 H 0.227
57 H 0.239
58 H 0.217
59 H 0.226
60 H 0.231


[2]
Below is a molecular structure, C27H18F3N6O2RuS2 at a distorted geometry, with properties calculated with ωB97M-V with the def2-TZVPD basis set.

XYZ file:
```
59
Properties=species:S:1:pos:R:3:forces:R:3
Ru -0.512 0.170 0.352 -1.17 -0.06 0.40
C -4.596 -2.125 0.089 -0.01 0.00 0.00
C -3.274 -1.523 0.512 0.06 -0.03 -0.02
S -2.656 -0.278 -0.548 0.00 0.01 0.11
C -2.652 -1.872 1.654 0.01 0.05 -0.01
C -3.193 -2.872 2.639 -0.02 -0.01 -0.01
S -1.175 -1.068 2.172 0.07 -0.10 -0.09
H -4.839 -1.808 -0.925 0.00 0.00 0.00
H -5.413 -1.802 0.744 0.00 0.00 0.00
H -4.572 -3.218 0.101 0.00 0.00 0.00
H -4.087 -3.372 2.264 0.00 0.00 0.00
H -3.452 -2.383 3.584 0.01 0.00 0.00
H -2.448 -3.639 2.875 0.00 0.00 0.00
C 3.368 -0.250 2.380 -0.01 0.00 0.04
C 3.457 0.926 3.118 0.00 -0.01 0.00
C 2.411 1.822 3.091 -0.02 -0.02 0.03
C 1.283 1.544 2.313 -0.06 -0.03 0.05
N 1.224 0.414 1.589 0.18 0.30 -0.51
C 2.230 -0.458 1.629 -0.03 0.00 0.02
C 0.097 2.389 2.188 0.06 -0.01 -0.03
C -0.053 3.601 2.863 0.02 -0.01 -0.01
C -1.188 4.363 2.669 -0.01 0.00 -0.02
C -2.170 3.904 1.790 0.01 0.02 0.00
C -2.019 2.700 1.125 0.00 -0.05 0.06
C -0.881 1.904 1.305 -0.17 -0.01 0.10
H 4.168 -0.976 2.366 0.00 0.00 0.00
H 4.342 1.138 3.706 0.00 0.00 0.00
H 2.459 2.742 3.656 0.00 0.00 0.00
H 2.105 -1.343 1.019 0.02 0.01 -0.03
H 0.721 3.959 3.534 0.00 0.00 0.00
H -1.307 5.310 3.182 0.00 0.00 0.00
H -3.059 4.503 1.620 0.00 0.00 0.00
H -2.792 2.359 0.447 -0.01 0.00 0.00
N 1.420 -5.955 -3.794 -0.04 -0.01 -0.01
C 1.110 -5.022 -3.199 0.06 0.01 0.01
C 0.721 -3.874 -2.419 -0.01 0.01 -0.02
C 0.279 -4.054 -1.113 -0.02 0.00 0.01
C -0.068 -2.936 -0.376 0.03 -0.05 0.00
N -0.010 -1.704 -0.878 0.27 0.19 0.07
C 0.371 -1.539 -2.146 -0.15 -0.01 -0.06
C 0.769 -2.592 -2.954 -0.04 -0.01 0.01
H 0.218 -5.042 -0.678 0.00 0.00 0.00
H -0.398 -3.004 0.655 0.02 0.00 0.00
H 0.338 -0.522 -2.515 0.04 0.01 0.02
H 1.123 -2.406 -3.958 0.01 -0.01 0.00
F -0.063 4.108 -3.512 -0.01 -0.01 0.01
C -0.887 3.223 -2.920 -0.01 -0.02 -0.02
F -1.210 2.313 -3.857 0.01 0.02 0.01
F -2.028 3.897 -2.628 0.02 -0.02 -0.01
C -0.274 2.614 -1.619 0.14 0.01 -0.03
O 0.403 3.371 -0.950 0.00 -0.01 0.02
O -0.626 1.409 -1.451 0.30 -0.10 0.09
N 2.120 0.601 -1.130 0.45 -0.18 -0.26
C 2.927 0.537 -1.958 0.07 0.29 0.12
C 3.894 0.468 -2.982 -0.07 -0.24 0.00
C 3.684 -0.460 -4.023 0.05 0.11 -0.09
N 3.494 -1.215 -4.881 -0.03 -0.05 0.04
C 5.088 1.213 -2.925 0.01 -0.01 0.01
N 6.080 1.810 -2.892 -0.01 0.00 0.00
```
Positions in Å, forces in eV/Å.

total charge	-2
M	680.7	g mol⁻¹
F_max	0.0240	Eh/bohr
electronic energy	-73735.2256	eV
spin multiplicity	2

So, what does the natural (NBO) scheme give us? The charges, in e, come out as:
1 Ru 0.516
2 C -0.641
3 C -0.195
4 S -0.086
5 C -0.257
6 C -0.632
7 S -0.088
8 H 0.221
9 H 0.196
10 H 0.195
11 H 0.198
12 H 0.204
13 H 0.198
14 C -0.287
15 C -0.166
16 C -0.245
17 C 0.233
18 N -0.392
19 C 0.105
20 C -0.085
21 C -0.199
22 C -0.265
23 C -0.220
24 C -0.194
25 C -0.043
26 H 0.210
27 H 0.200
28 H 0.207
29 H 0.210
30 H 0.183
31 H 0.188
32 H 0.189
33 H 0.217
34 N -0.343
35 C 0.303
36 C -0.142
37 C -0.230
38 C 0.060
39 N -0.417
40 C 0.085
41 C -0.204
42 H 0.219
43 H 0.236
44 H 0.256
45 H 0.253
46 F -0.334
47 C 0.877
48 F -0.332
49 F -0.344
50 C 0.710
51 O -0.641
52 O -0.713
53 N -0.448
54 C 0.350
55 C -0.622
56 C 0.336
57 N -0.469
58 C 0.332
59 N -0.454


[3]
Below is a molecular structure, C27H19AsN5O4S4Tc at a distorted geometry, with properties calculated with ωB97M-V with the def2-TZVPD basis set.

XYZ file:
```
61
Properties=species:S:1:pos:R:3:forces:R:3
Tc -0.097 0.072 -0.621 0.18 -0.33 -1.32
C 0.367 -0.829 3.120 0.10 0.05 0.20
C -0.930 -0.759 2.421 0.24 -0.01 0.00
N -1.126 -0.453 1.144 0.16 0.09 0.11
C -2.480 -0.529 0.913 -0.55 -0.07 0.26
C -3.111 -0.886 2.078 -0.22 0.05 -0.78
N -2.112 -1.030 2.999 -0.07 0.09 -0.20
C -4.541 -1.187 2.455 0.63 0.07 0.02
O -5.433 -1.126 1.503 -0.57 0.04 -0.24
O -4.761 -1.498 3.592 -0.03 -0.02 0.04
C -2.974 -0.168 -0.443 -1.22 -0.70 1.39
O -4.157 -0.197 -0.718 0.33 0.06 -0.18
O -2.028 0.190 -1.245 1.32 0.70 -1.03
H 1.188 -0.765 2.411 -0.01 -0.03 0.02
H 0.443 -1.759 3.680 0.08 -0.09 0.00
H 0.443 -0.016 3.841 0.09 0.08 0.01
H -2.284 -1.292 3.962 -0.04 -0.02 0.00
H -5.127 -0.801 0.619 0.30 -0.02 0.32
C 3.587 -2.521 -0.875 -0.08 0.23 0.19
C 4.470 -1.825 -0.064 0.07 -0.05 -0.06
C 4.063 -0.647 0.531 -0.21 0.09 -0.04
C 2.772 -0.156 0.323 -0.10 -0.25 -0.08
C 1.824 -0.902 -0.424 -0.19 0.29 -0.05
C 2.285 -2.063 -1.031 -0.17 -0.21 -0.22
C 2.354 1.177 0.729 0.03 -0.05 -0.08
C 3.185 2.153 1.319 -0.18 0.22 0.06
C 2.709 3.419 1.518 0.01 -0.39 -0.05
C 1.387 3.736 1.140 -0.32 -0.38 -0.13
C 0.831 5.019 1.313 -0.20 -0.05 -0.09
C -0.462 5.277 0.940 0.08 0.05 0.09
C -1.256 4.259 0.391 0.09 -0.16 -0.04
C -0.745 2.995 0.217 0.09 -0.07 0.04
C 0.585 2.701 0.582 -0.02 1.01 0.33
N 1.097 1.456 0.391 0.35 -0.12 0.02
H 3.901 -3.417 -1.390 0.03 -0.03 0.00
H 5.481 -2.175 0.067 0.10 -0.06 0.08
H 4.756 -0.096 1.148 0.10 0.07 0.00
H 1.646 -2.636 -1.686 -0.01 -0.01 -0.01
H 4.197 1.905 1.589 0.08 -0.07 0.01
H 3.329 4.183 1.964 0.09 0.05 0.01
H 1.439 5.791 1.759 0.07 0.11 0.03
H -0.887 6.255 1.088 -0.02 0.13 0.00
H -2.281 4.466 0.119 -0.06 -0.01 0.00
H -1.394 2.215 -0.163 -0.15 -0.10 -0.12
S 1.446 5.080 -2.437 -0.79 -0.61 -0.35
As 0.028 3.773 -3.009 0.81 0.60 0.08
S 0.260 0.899 -4.493 0.11 0.62 1.16
S 0.721 1.162 -2.533 -0.52 -0.89 0.32
S 0.670 2.728 -5.172 -0.08 -0.22 0.08
N -2.130 -3.752 -5.447 -0.18 -0.03 -0.66
C -1.806 -3.567 -4.368 0.02 0.13 0.12
C -1.388 -3.388 -3.021 0.27 0.05 0.62
C -1.298 -4.489 -2.170 0.05 0.33 0.09
C -0.886 -4.273 -0.867 0.04 0.15 -0.12
C -0.516 -2.997 -0.480 0.02 -0.26 0.23
N -0.583 -1.943 -1.305 0.24 0.32 0.29
C -1.037 -2.127 -2.542 -0.16 -0.24 -0.45
H -1.534 -5.476 -2.535 -0.10 -0.11 -0.01
H -0.828 -5.090 -0.166 0.06 -0.04 0.10
H -0.119 -2.822 0.512 -0.07 0.08 -0.10
H -1.149 -1.256 -3.174 0.03 -0.05 0.07
```
Positions in Å, forces in eV/Å.

total charge	+2
M	778.7	g mol⁻¹
F_max	0.0385	Eh/bohr
electronic energy	-150312.8011	eV

So, what does the natural (NBO) scheme give us? The charges, in e, come out as:
1 Tc 0.752
2 C -0.675
3 C 0.449
4 N -0.486
5 C -0.039
6 C 0.071
7 N -0.460
8 C 0.766
9 O -0.640
10 O -0.539
11 C 0.781
12 O -0.571
13 O -0.651
14 H 0.245
15 H 0.260
16 H 0.261
17 H 0.471
18 H 0.525
19 C -0.158
20 C -0.181
21 C -0.182
22 C -0.085
23 C -0.107
24 C -0.260
25 C 0.250
26 C -0.238
27 C -0.073
28 C -0.109
29 C -0.128
30 C -0.196
31 C -0.151
32 C -0.290
33 C 0.229
34 N -0.464
35 H 0.240
36 H 0.243
37 H 0.229
38 H 0.213
39 H 0.249
40 H 0.248
41 H 0.242
42 H 0.249
43 H 0.246
44 H 0.219
45 S -0.279
46 As 0.741
47 S 0.334
48 S 0.159
49 S -0.068
50 N -0.184
51 C 0.218
52 C -0.169
53 C -0.055
54 C -0.230
55 C 0.080
56 N -0.397
57 C 0.113
58 H 0.264
59 H 0.261
60 H 0.230
61 H 0.226